# 1
ORCA calculation (ωB97M-V/def2-TZVPD) on the molecule C2H3BrS in a non-equilibrium geometry.

```
7
Properties=species:S:1:pos:R:3
H -0.656 1.516 0.448
Br -3.095 1.807 1.489
H 0.506 -1.676 0.121
H 0.448 0.008 -0.842
S -1.423 -0.756 0.599
C 0.050 -0.826 -0.166
C -1.544 0.882 0.777
```

Values from the calculation:
Molar mass: 139.017 g/mol
Energy relative to the best compared isomer or geometry (same formula, charge and spin): 60.41 kcal per mole
LUMO energy (alpha / beta): -0.314 / -0.188 eV
Charge: 0
Gap between HOMO and LUMO (alpha / beta): 0.2713 / 0.2845 Eh

---

# 2
ORCA calculation (ωB97M-V/def2-TZVPD) on a structure of composition C31H48AsBIrN2O5Si3.

```
92
Properties=species:S:1:pos:R:3
C 0.484 -3.229 -3.278
C -0.415 6.352 2.492
H -1.250 5.438 0.726
H 0.585 0.372 -5.037
N 0.014 -0.377 2.903
H 0.540 3.809 -1.971
C 2.826 0.011 0.041
C 1.446 -0.119 4.767
H -1.907 2.260 0.122
H 4.866 0.444 -0.448
O -2.107 -0.261 0.956
C -4.062 -0.501 -1.182
C 2.292 -0.037 2.363
N -0.054 5.091 3.195
C -0.254 3.004 2.060
Si 0.746 -1.378 -3.296
H -0.229 6.839 0.379
H -2.350 -2.446 -4.208
C 0.826 -4.412 0.296
H 0.687 -1.237 -5.742
H -1.057 1.812 -4.632
H -1.986 -0.660 3.215
H 2.533 -0.065 -0.994
C 1.850 -0.174 1.029
C 1.254 -0.179 3.389
H -2.652 1.467 -3.951
C 4.552 0.422 1.675
H 0.410 5.238 4.082
H 0.324 7.118 2.732
H -1.624 -3.720 -1.311
H -0.556 -3.502 -3.445
H -1.396 6.688 2.820
As -0.595 -0.391 -1.586
C -1.036 -0.513 3.713
H 3.131 -1.597 -2.463
C -2.493 -3.153 -0.969
H -2.378 -2.954 0.101
O -0.224 -3.212 1.881
H -2.040 3.121 -3.974
O -1.313 3.132 2.751
C -1.753 2.074 -3.835
H 1.848 -5.484 -1.259
C 0.656 2.719 -1.978
H -2.273 3.645 -0.952
H -0.857 -0.653 -5.116
C 2.586 -1.032 -3.217
H -4.259 0.378 -1.798
C 0.168 -4.468 1.518
H -4.968 -1.116 -1.174
H -0.938 4.307 3.263
H 0.508 -0.222 6.687
H 2.802 0.031 -3.088
C 0.364 -0.261 5.615
H 3.933 0.347 3.714
C 3.619 0.251 2.681
H -3.231 2.165 -1.035
Si -1.013 1.874 -2.122
C 1.331 -5.539 -0.310
B 0.188 -2.343 0.839
C -0.341 5.967 1.020
H 0.364 -7.763 2.072
H 0.792 -3.634 -2.315
H 1.085 -3.691 -4.066
H -3.384 -3.766 -1.125
H 1.319 2.456 -2.807
C -2.229 2.554 -0.878
H 0.858 4.361 0.106
C 0.489 -6.808 1.580
H -4.043 -2.312 -3.738
H 1.529 -7.663 -0.082
O 0.105 2.116 1.295
C 0.217 -0.653 -4.946
H 2.961 -1.331 -4.202
C -0.015 -5.655 2.187
C 1.148 -6.751 0.359
H 1.797 5.585 0.971
C -3.070 -1.814 -3.695
H -3.160 -0.878 -4.249
O 0.859 -3.118 -0.143
C 4.144 0.305 0.350
C 0.862 5.022 0.971
H -1.771 -0.571 5.718
H 1.130 2.414 -1.042
C 0.706 4.210 2.249
Ir -0.184 -0.423 0.837
H 5.584 0.643 1.916
Si -2.667 -1.530 -1.876
H -3.836 -0.196 -0.162
H 2.439 0.028 5.165
H 1.644 3.866 2.678
C -0.903 -0.459 5.085
H -0.529 -5.688 3.138
```

Values from the calculation:
Molar mass: 890.943 g/mol
⟨S²⟩: 0.758
Energy relative to the best compared isomer or geometry (same formula, charge and spin): 5.95 kcal per mole
LUMO energy (alpha / beta): 0.073 / 0.073 eV
Charge: 0
Multiplicity: 2
Gap between HOMO and LUMO (alpha / beta): 0.2530 / 0.2423 Eh

---

The lowest molar mass belongs to which entry? C2H3BrS

---

energy relative to the best compared isomer or geometry (same formula, charge and spin) of number 1 (C2H3BrS)? 60.41 kcal per mole

---

Which of these has the highest molar mass? C31H48AsBIrN2O5Si3

---

Copy entry 1 word for word.
ORCA calculation (ωB97M-V/def2-TZVPD) on the molecule C2H3BrS in a non-equilibrium geometry.

```
7
Properties=species:S:1:pos:R:3
H -0.656 1.516 0.448
Br -3.095 1.807 1.489
H 0.506 -1.676 0.121
H 0.448 0.008 -0.842
S -1.423 -0.756 0.599
C 0.050 -0.826 -0.166
C -1.544 0.882 0.777
```

Values from the calculation:
Molar mass: 139.017 g/mol
Energy relative to the best compared isomer or geometry (same formula, charge and spin): 60.41 kcal per mole
LUMO energy (alpha / beta): -0.314 / -0.188 eV
Charge: 0
Gap between HOMO and LUMO (alpha / beta): 0.2713 / 0.2845 Eh